DFT (ωB97M-V/def2-TZVPD) results for an isolated ion of composition C3H9N4 and charge +1 at a distorted geometry.

- E_HOMO (eV) = -12.78
- electronic energy (a.u.) = -338.3721
- SMILES string = [NH3+]N1CCN=NC1
- orbital gap (hartree) = 0.320
- charge = +1
- molar mass (Da) = 101.13
- maximum force (eV/Å) = 1.8
- ΔE to the lowest compared entry with this formula, charge and spin (eV) = 4.048

XYZ file:
```
16
C3H9N4, DFT ωB97M-V/def2-TZVPD
N -0.86529 1.28166 1.16620
N -0.53499 0.29822 0.14360
C 0.34478 -0.74141 0.64184
C 0.47606 -1.77558 -0.49100
N 0.75596 -1.18859 -1.76472
N 0.56222 -0.02746 -2.00743
C 0.02206 0.91633 -1.05309
H -1.31717 0.79514 1.96071
H -1.54660 1.95082 0.76887
H -0.04643 1.81880 1.52940
H -0.09900 -1.21163 1.52113
H 1.34151 -0.35053 0.89616
H 1.27629 -2.48712 -0.27747
H -0.44809 -2.34884 -0.61148
H 0.84516 1.61607 -0.83387
H -0.76646 1.45415 -1.58886
```

These are the Mulliken partial charges, in e, on atoms 1 to 8:
1 N -0.33
2 N -0.13
3 C -0.61
4 C -0.48
5 N -0.18
6 N -0.19
7 C -0.54
8 H 0.37